Formula: C3H17NO6S2
Source: the OMol25 dataset
Level of theory: the ωB97M-V functional and the def2-TZVPD basis

```
! wB97M-V def2-TZVPD RIJCOSX def2/J DEFGRID3
* xyz 0 1
N 2.5216 -0.0310 1.2009
C 1.9870 0.6598 0.0518
O 1.3936 1.6849 0.2842
C 2.4410 0.1287 -1.2983
C 1.5584 -1.1238 -1.5955
S -0.1039 -0.7077 -2.2053
S -1.0958 -2.3751 -2.4693
H 2.5351 -1.0440 1.1735
H 1.8380 0.2312 1.9082
H 2.3205 0.8697 -2.0942
H 3.5071 -0.1138 -1.3570
H 1.5111 -1.6459 -0.6313
H 2.0036 -1.7778 -2.3489
H -1.8022 -2.5270 -1.3095
O -0.7762 2.8755 -1.0077
H 0.0912 2.7890 -0.5915
H -0.6654 2.6799 -1.9428
O -2.0801 0.9419 2.9848
H -2.9151 0.9943 2.5161
H -1.4821 1.5051 2.4578
O 0.6323 -2.2832 1.0896
H -0.0595 -1.7200 0.6947
H 0.1396 -2.8011 1.7555
O -1.7890 -0.9253 1.0097
H -1.7022 -0.2213 0.3507
H -1.7747 -0.4542 1.8732
O -2.8105 1.5093 0.1499
H -2.0482 1.9481 -0.3047
H -3.3753 0.9338 -0.3443
*
```

Calculated values
* ΔE to the lowest compared entry with this formula, charge and spin: 10.7 kcal/mol
* Kohn-Sham gap: 9.885 eV
* total energy: -38833.33795 eV
* structure (SMILES): NC(=O)CCSS.O.O.O.O.O
* HOMO energy: -9.48 eV

***

Formula: C15H15N3PTl
Source: the OMol25 dataset
Level of theory: the ωB97M-V functional and the def2-TZVPD basis

```
! wB97M-V def2-TZVPD RIJCOSX def2/J DEFGRID3
* xyz 0 1
C 3.2015 -0.8812 -4.4788
C 3.9598 -0.0897 -3.5897
C 4.2394 -0.8726 -2.4077
C 3.6678 -2.1661 -2.5845
C 3.0145 -2.1849 -3.8430
Tl 1.0346 1.3106 -2.3680
P -1.1911 -0.1203 -3.9565
H 2.8596 -0.6074 -5.5039
H 4.2373 0.9601 -3.7665
H 4.6963 -0.4523 -1.4913
H 2.5119 -3.0509 -4.3159
H 3.6496 -2.9544 -1.8256
H -1.5193 -1.4211 -4.4748
H -1.4254 0.5987 -5.2001
H -2.4808 0.1743 -3.3869
N -2.9482 2.6602 7.2920
C -2.6654 2.2274 6.2550
C -2.2889 1.6682 4.9732
C -1.3127 2.3246 4.2001
C -0.9007 1.7946 2.9712
C -1.4879 0.6013 2.5177
C -2.4975 -0.0331 3.2571
C -2.8686 0.4841 4.5032
N -1.0186 0.0129 1.3304
C -1.6051 -1.0548 0.6350
C -0.8509 -1.2329 -0.4909
N 0.2357 -0.3655 -0.4566
C 0.1067 0.3711 0.6454
H -0.8788 3.2666 4.5527
H -0.1515 2.3086 2.3539
H -2.9905 -0.9276 2.8777
H -3.6229 -0.0109 5.1099
H -2.5291 -1.5199 0.9415
H -0.9605 -1.9547 -1.2797
H 0.7796 1.1370 1.0042
*
```

Calculated values
* Kohn-Sham gap: 4.829 eV
* total energy: -34247.17927 eV
* HOMO energy: -5.72 eV

***

Formula: C24H66N6O6
Source: the OMol25 dataset
Level of theory: the ωB97M-V functional and the def2-TZVPD basis

```
! wB97M-V def2-TZVPD RIJCOSX def2/J DEFGRID3
* xyz 0 1
C 19.6698 -10.6425 -11.5115
O 19.8678 -9.5531 -10.7615
C 18.6399 -9.0223 -10.2108
C 19.1577 -7.9518 -9.2138
C 20.3229 -6.9673 -9.6901
N 19.7429 -8.6689 -8.0729
H 19.3020 -11.5022 -10.9513
H 20.6442 -11.0204 -11.8209
H 19.0687 -10.4984 -12.4092
H 18.0827 -8.5319 -11.0090
H 18.1196 -9.8625 -9.7511
H 18.3144 -7.3415 -8.8906
H 20.0680 -6.3876 -10.5773
H 21.2492 -7.4320 -10.0278
H 20.5057 -6.3315 -8.8238
H 20.4467 -8.0139 -7.7633
H 20.3183 -9.4282 -8.4082
C 14.0083 -11.5676 -10.1959
O 14.0405 -12.2499 -8.8993
C 15.2390 -12.0740 -8.1053
C 16.6082 -12.6337 -8.6573
C 16.3927 -14.1318 -8.8626
N 17.8000 -12.2778 -7.9683
H 13.7635 -10.5056 -10.1783
H 13.3126 -12.1886 -10.7601
H 14.9208 -11.6132 -10.7904
H 15.3097 -11.0447 -7.7538
H 15.0453 -12.6280 -7.1868
H 16.6646 -12.4662 -9.7329
H 15.8705 -14.6183 -8.0388
H 17.3754 -14.5914 -8.9681
H 15.7596 -14.2766 -9.7380
H 17.9225 -11.2846 -7.8320
H 17.7732 -12.6314 -7.0226
C 17.2175 -4.3710 -11.8768
O 16.0202 -5.0123 -12.1537
C 15.7467 -6.0620 -11.2662
C 15.3814 -7.2853 -12.1261
C 14.0483 -7.1726 -12.8586
N 15.4454 -8.4748 -11.3948
H 17.1429 -3.4408 -12.4400
H 17.9614 -5.0772 -12.2455
H 17.3351 -4.1356 -10.8190
H 16.4749 -6.2477 -10.4768
H 14.9103 -5.6552 -10.6978
H 16.2435 -7.3733 -12.7873
H 13.8971 -7.9632 -13.5936
H 14.1493 -6.2997 -13.5035
H 13.2437 -6.9948 -12.1451
H 15.0821 -9.2453 -11.9374
H 14.7864 -8.5086 -10.6302
C 14.5702 -7.0351 -8.1796
O 13.3255 -6.6173 -7.7978
C 13.3737 -5.8469 -6.5567
C 13.2720 -6.7555 -5.3297
C 12.1956 -7.8302 -5.5013
N 12.9928 -6.0085 -4.1252
H 14.4482 -7.5531 -9.1309
H 15.0364 -7.7058 -7.4579
H 15.2435 -6.1938 -8.3435
H 14.1836 -5.1182 -6.5222
H 12.4114 -5.3498 -6.6794
H 14.2060 -7.1964 -4.9813
H 11.9958 -8.3475 -4.5629
H 12.5957 -8.6078 -6.1519
H 11.2344 -7.4621 -5.8600
H 13.6253 -5.2211 -4.1365
H 13.4279 -6.6672 -3.4953
C 14.5001 -1.5326 -12.3733
O 13.7420 -2.1396 -13.3284
C 14.4039 -2.6593 -14.5094
C 13.4186 -2.9117 -15.5993
C 12.2941 -3.9997 -15.4543
N 14.0568 -3.1749 -16.8493
H 15.1100 -0.7042 -12.7337
H 15.0475 -2.3162 -11.8494
H 13.9359 -1.0410 -11.5807
H 15.1895 -1.9719 -14.8231
H 14.9519 -3.5523 -14.2087
H 13.0467 -1.8900 -15.6760
H 11.4707 -3.6973 -16.1014
H 11.8551 -4.0978 -14.4615
H 12.5474 -5.0403 -15.6572
H 13.4160 -3.0554 -17.6208
H 14.7695 -2.4919 -17.0626
C 11.8132 -7.8137 -15.4185
O 11.0405 -8.1416 -16.5657
C 10.7710 -6.9636 -17.3868
C 10.4059 -7.4120 -18.8276
C 11.4914 -8.3226 -19.5047
N 10.2997 -6.2298 -19.7075
H 11.1359 -7.1260 -14.9120
H 12.7993 -7.4564 -15.7152
H 11.8970 -8.7157 -14.8124
H 9.9164 -6.3678 -17.0662
H 11.7056 -6.4082 -17.4658
H 9.4040 -7.8351 -18.9002
H 11.1947 -8.6732 -20.4932
H 11.6542 -9.1943 -18.8709
H 12.4457 -7.8945 -19.8114
H 10.2142 -6.7116 -20.5911
H 11.0954 -5.6077 -19.7055
*
```

Calculated values
* ΔE to the lowest compared entry with this formula, charge and spin: 114.9 kcal/mol
* Kohn-Sham gap: 9.662 eV
* total energy: -47176.73525 eV
* structure (SMILES): COC[C@H](C)N.COC[C@H](C)N.COC[C@H](C)N.COC[C@H](C)N.COC[C@H](C)N.COC[C@H](C)N
* HOMO energy: -9.11 eV

***

Formula: C26H31N9O4
Source: the OMol25 dataset
Level of theory: the ωB97M-V functional and the def2-TZVPD basis

```
! wB97M-V def2-TZVPD RIJCOSX def2/J DEFGRID3
* xyz 0 1
O -4.4823 -6.5433 4.7581
N -4.8011 -5.3313 4.9155
O -5.9130 -4.9241 5.1048
C -3.7649 -4.2628 4.7479
C -4.0253 -2.8947 5.0396
C -3.1442 -1.8893 4.7073
C -1.9370 -2.2809 4.1349
C -1.6006 -3.6359 3.9055
C -2.4999 -4.6055 4.2642
H -4.9792 -2.7985 5.5367
H -3.3683 -0.8488 4.8900
H -1.2750 -1.4938 3.8052
H -0.6263 -3.9122 3.5301
H -2.2591 -5.6510 4.1402
O 2.3143 -2.7679 -1.9874
N 1.1553 -2.3866 -2.1174
O 0.2555 -2.6952 -1.2300
C 0.8548 -1.4490 -3.2470
C -0.3492 -0.8442 -3.2220
C -0.6385 0.1446 -4.1593
C 0.3465 0.6245 -5.0508
C 1.5512 -0.0309 -5.0806
C 1.8129 -1.0737 -4.2554
H -1.0785 -1.1169 -2.4735
H -1.5889 0.6497 -4.2481
H 0.2453 1.4338 -5.7588
H 2.4021 0.3838 -5.6006
H 2.7736 -1.5595 -4.3425
C -1.8988 4.1476 -5.4634
C -0.6787 4.6003 -6.1089
N 0.1864 4.9364 -6.7247
H -1.6821 3.0886 -5.3233
H -2.8245 4.2320 -6.0327
H -1.8808 4.5268 -4.4417
C 1.2356 2.1248 -0.2054
C 1.2231 0.9151 0.6940
N 1.2362 -0.0114 1.3976
H 1.1165 3.0857 0.2952
H 0.4713 2.0707 -0.9807
H 2.2257 2.1474 -0.6606
C 1.5441 -5.5854 0.5996
C 0.2628 -6.2427 0.4478
N -0.8211 -6.8035 0.3487
H 1.9773 -5.9714 1.5224
H 1.5406 -4.5023 0.7216
H 2.1466 -5.7062 -0.3006
C 3.5125 1.8932 3.3498
C 4.6596 2.8702 3.5394
N 5.5360 3.5877 3.6221
H 3.0625 2.1822 2.4000
H 2.9200 1.8754 4.2645
H 3.8370 0.8634 3.2005
C 7.3130 3.4354 0.8556
C 5.8471 3.5333 0.6107
N 4.7232 3.5476 0.3985
H 7.7636 2.6247 0.2830
H 7.3178 3.1624 1.9108
H 7.9159 4.3335 0.7214
C -2.3491 0.4316 0.9938
C -3.5413 1.3219 0.8383
N -4.5155 1.9305 0.7255
H -2.4723 -0.6046 0.6787
H -1.9661 0.6199 1.9968
H -1.6966 0.8398 0.2220
C -3.4461 3.7526 -2.2068
C -2.3959 3.5314 -1.2064
N -1.5491 3.3995 -0.3860
H -3.1521 3.4567 -3.2138
H -3.7323 4.7997 -2.3054
H -4.3523 3.3186 -1.7841
*
```

Calculated values
* ΔE to the lowest compared entry with this formula, charge and spin: 63.2 kcal/mol
* Kohn-Sham gap: 8.596 eV
* total energy: -49055.70192 eV
* structure (SMILES): O=[N+]([O-])c1ccccc1.O=[N+]([O-])c1ccccc1.CC#N.CC#N.CC#N.CC#N.CC#N.CC#N.CC#N
* HOMO energy: -9.91 eV

***

Formula: C5H8O2
Source: the OMol25 dataset
Level of theory: the ωB97M-V functional and the def2-TZVPD basis

```
! wB97M-V def2-TZVPD RIJCOSX def2/J DEFGRID3
* xyz 0 1
C -1.5592 -0.1144 0.8384
C -0.7881 0.0390 -0.4453
O -0.1668 1.1158 -0.9985
C 1.1707 1.2136 -0.5568
C 1.6045 -0.2373 -0.3865
O 0.4788 -0.7500 0.2809
C -1.4375 -1.6031 0.6359
H -1.0879 0.4302 1.6702
H -2.6413 0.0832 0.8084
H -1.3723 -0.4423 -1.2533
H 1.2163 1.7443 0.4032
H 1.6962 1.7608 -1.3352
H 1.7251 -0.7319 -1.3563
H 2.5599 -0.2982 0.1588
H -1.3982 -2.2095 1.5362
*
```

Calculated values
* ΔE to the lowest compared entry with this formula, charge and spin: 150.2 kcal/mol
* Kohn-Sham gap: 8.710 eV
* total energy: -9403.31723 eV
* HOMO energy: -8.27 eV